Molecular formula: C4H10N3O2
Method: DFT, ωB97M-V/def2-TZVPD

```
! wB97M-V def2-TZVPD RIJCOSX def2/J DEFGRID3
* xyz 1 3
C -0.71029 -0.08523 -0.36121
C -0.56978 -1.81357 -2.22391
C 1.23012 0.87974 0.71987
C -0.75514 1.08278 1.91596
N -2.42361 1.47160 -0.23843
N 0.02417 -0.89605 -1.12194
N -0.23857 0.64110 0.64097
O -2.05272 0.05485 -0.53633
O -3.56505 1.57984 -0.13670
H -0.87189 -2.75498 -1.87280
H -1.50532 -1.48682 -2.57524
H 0.24366 -2.09621 -2.84635
H 1.67250 0.32440 1.53161
H 1.66039 0.63335 -0.25012
H 1.22806 1.88396 0.84783
H -1.47141 0.37915 2.34423
H 0.03773 1.15482 2.70815
H -1.08680 2.19650 1.81599
H 1.04905 -1.01290 -1.00148
*
```

Summary:
**Molar mass**: 132.14 g mol⁻¹
**HOMO-LUMO gap (alpha / beta)**: 9.44 / 7.13 eV
**Relative energy (zero: lowest compared OMol25 entry of this formula, charge and spin)**: 263.0 kJ/mol
**LUMO energy (alpha / beta)**: -3.254 / -7.277 eV
**E_tot**: -12862.137 eV